No. 1
This record from OMol25 describes a structure of composition C3H5NiO4 in a non-equilibrium geometry. The level of theory is ωB97M-V with the def2-TZVPD basis set.

As for the highest occupied orbital energy (alpha / beta): -14.1 / -13.9 eV. Its charge is +1. As for the energy relative to the best compared isomer or geometry (same formula, charge and spin): 467.6 kJ/mol. As for the LUMO energy (alpha / beta): -5.48 / -7.32 eV. For the orbital gap (alpha / beta), the calculation gives 8.58 / 6.63 eV. Its spin multiplicity is 3.

Positions of all 13 atoms, in Å:
O1 -1.63786 -1.36089 -1.55498
C1 -1.94850 -0.49115 -0.69226
O2 -1.53939 -0.55487 0.48053
O3 -1.63665 0.73679 -1.28331
H1 -2.25715 1.43404 -1.04233
C2 1.90154 0.67904 0.13701
O4 1.67584 0.23556 -1.02332
C3 0.79854 1.01784 1.06920
H2 2.82583 1.26934 0.26847
H3 1.19755 -0.04724 1.52908
H4 0.19753 1.80707 0.59009
H5 1.13019 1.59830 1.94181
Ni1 0.20519 -0.34554 -1.93148

Cartesian forces (eV/Å) of the 6 atoms listed first:
O 0.72 -1.71 -2.29
C 6.55 -0.24 3.29
O -3.46 -0.07 -0.25
O -1.26 2.19 -1.27
H 0.29 0.49 0.04
C -1.10 4.25 -1.67

***

No. 2
This record from OMol25 describes a structure of composition C29H36F2N3O7P4Y. The level of theory is ωB97M-V with the def2-TZVPD basis set.

As for the highest occupied orbital energy: -8.7 eV. Its charge is 0. As for the energy relative to the best compared isomer or geometry (same formula, charge and spin): 0.0 kJ/mol. As for the LUMO energy: -1.02 eV. For the orbital gap, the calculation gives 7.67 eV.

Positions of all 82 atoms, in Å:
Y1 -0.00782 0.59589 -1.94153
C1 1.63040 1.70662 1.77139
P1 1.10159 0.24388 0.82489
C2 -0.12741 -0.51740 1.97610
N1 0.13208 -0.46584 3.25773
C3 -0.62244 -1.22037 4.09445
C4 -0.38778 -1.17287 5.49061
C5 -1.09860 -1.98835 6.31888
C6 -2.06659 -2.88547 5.79907
C7 -2.31587 -2.94205 4.46097
C8 -1.60061 -2.09309 3.58097
N2 -1.89584 -2.09379 2.25795
C9 -1.22867 -1.28589 1.47445
P2 -1.78666 -1.16731 -0.28773
C10 -1.80563 -2.92370 -0.76335
C11 -3.57615 -0.63924 -0.19325
C12 -4.19971 -0.99060 -1.55011
C13 -4.41454 -1.27141 0.91509
C14 -3.55732 0.88219 -0.02275
C15 2.52309 -0.96515 0.98957
C16 3.51012 -0.61189 -0.12840
C17 1.98620 -2.37952 0.75558
C18 3.22675 -0.88727 2.34348
H1 1.78216 1.45033 2.81782
H2 0.86884 2.48101 1.68018
H3 2.55691 2.08985 1.34088
H4 0.36382 -0.48887 5.86161
H5 -0.92345 -1.95886 7.38618
H6 -2.61348 -3.52613 6.47807
H7 -3.05736 -3.60827 4.04057
H8 -2.40982 -3.51030 -0.07126
H9 -0.77922 -3.29003 -0.76270
H10 -2.19163 -3.01538 -1.77791
H11 -4.35928 -2.06534 -1.64593
H12 -3.59484 -0.65606 -2.39264
H13 -5.17430 -0.50134 -1.62115
H14 -4.35677 -2.35939 0.90761
H15 -5.45681 -0.98276 0.75233
H16 -4.12079 -0.92501 1.90474
H17 -3.11115 1.36630 -0.89443
H18 -3.00860 1.18362 0.87488
H19 -4.58059 1.25354 0.07476
H20 3.07367 -0.81062 -1.10718
H21 4.40729 -1.22773 -0.02500
H22 3.82319 0.43604 -0.08606
H23 1.43571 -2.44503 -0.18516
H24 1.34627 -2.71168 1.57630
H25 2.82904 -3.07266 0.69427
H26 3.70587 0.08081 2.49563
H27 4.00869 -1.65072 2.37487
H28 2.54279 -1.06518 3.17299
F1 -1.70058 5.31914 0.96398
C19 -0.69654 4.71874 0.29550
C20 -0.91581 3.50263 -0.32301
C21 0.11252 2.85324 -1.00886
C22 1.38016 3.47737 -1.06460
C23 1.53693 4.71505 -0.44051
F2 2.71419 5.38862 -0.47574
C24 0.52732 5.35130 0.25166
C25 2.48372 2.78085 -1.77786
C26 3.81596 3.19996 -1.76695
C27 4.76825 2.50351 -2.49050
C28 4.39294 1.39517 -3.22693
C29 3.06865 1.00734 -3.17132
N3 2.14273 1.66279 -2.46128
H29 -1.91292 3.08359 -0.26145
H30 0.69657 6.30953 0.72012
H31 4.10766 4.06742 -1.20286
H32 5.79856 2.83573 -2.47719
H33 5.09487 0.82681 -3.81938
H34 2.74846 0.12227 -3.71055
O1 -1.73773 0.81095 -5.71709
P3 -1.57796 -0.11473 -4.44191
O2 -2.27997 -1.41472 -4.57161
O3 -1.83219 0.76390 -3.22995
O4 0.03073 -0.36874 -4.32792
P4 0.86301 -1.74440 -3.81287
O5 -0.15777 -2.91005 -4.07785
O6 2.11477 -1.84414 -4.56270
O7 0.93860 -1.41190 -2.31423
H35 -1.87643 0.29188 -6.51875
H36 -1.07341 -2.57662 -4.26576

Cartesian forces (eV/Å) of the 6 atoms listed first:
Y -0.04 0.15 -0.01
C 0.02 0.00 0.00
P -0.01 -0.06 0.01
C 0.02 0.01 -0.01
N 0.01 0.01 0.03
C 0.05 0.03 0.05

***

No. 3
This record from OMol25 describes a structure of composition C5H9NO. The level of theory is ωB97M-V with the def2-TZVPD basis set.

As for the highest occupied orbital energy: -7.2 eV. Its charge is 0. As for the energy relative to the best compared isomer or geometry (same formula, charge and spin): 488.7 kJ/mol. As for the LUMO energy: 0.37 eV. For the orbital gap, the calculation gives 7.55 eV.

Positions of all 16 atoms, in Å:
C1 0.25073 0.00536 -0.18234
C2 -0.13815 -0.51413 1.12030
C3 -0.03284 1.43596 -0.53682
C4 1.37167 -0.64585 -0.93682
C5 -1.42927 -0.86755 0.11325
O1 -0.37595 0.43016 2.11897
N1 -1.27130 -1.45470 -0.98213
H1 -1.23728 0.27918 2.52917
H2 0.38944 -1.40097 1.46526
H3 -2.30500 -0.29777 0.50876
H4 0.85963 2.02259 -0.29511
H5 -0.86495 1.84793 0.02768
H6 -0.21681 1.53082 -1.60744
H7 2.29655 -0.14470 -0.61849
H8 1.25777 -0.52060 -2.01253
H9 1.44578 -1.70573 -0.71171

Cartesian forces (eV/Å) of the 6 atoms listed first:
C 0.03 0.18 0.58
C 0.15 -0.05 -0.40
C -0.10 -0.14 0.04
C -0.45 -0.20 -0.16
C 0.87 0.10 -0.43
O -0.26 0.02 -0.28

***

No. 4
This record from OMol25 describes a cluster of 2 separate species, C2H4F2S2 in total. The level of theory is ωB97M-V with the def2-TZVPD basis set.

As for the highest occupied orbital energy: -9.0 eV. Its charge is 0. As for the energy relative to the best compared isomer or geometry (same formula, charge and spin): 37.1 kJ/mol. As for the LUMO energy: -0.44 eV. For the orbital gap, the calculation gives 8.56 eV. As for the structure (SMILES): S=CS.FCF.

Positions of all 10 atoms, in Å:
C1 0.32890 1.10737 -0.27797
C2 -0.96039 -2.02470 0.92887
H1 2.40916 1.98707 -0.73429
H2 -0.60958 1.24445 0.26510
H3 -0.97538 -2.89832 1.58677
H4 0.04557 -1.79397 0.56712
F1 -1.43604 -0.95342 1.61174
F2 -1.76444 -2.26256 -0.13613
S1 1.40281 2.43344 0.03168
S2 0.57991 -0.18916 -1.21109

Cartesian forces (eV/Å) of the 6 atoms listed first:
C 0.08 0.04 -0.03
C 0.45 -0.59 0.08
H 0.01 -0.03 -0.03
H 0.10 -0.04 -0.06
H -0.15 0.09 -0.03
H -0.27 -0.07 0.13